No. 1
Molecular formula: C38H32EuN3P2
Method: DFT, ωB97M-V/def2-TZVPD

Each line ends with the Löwdin spin population.
Positions of all 76 atoms, in Å:
C1 -0.79083 2.45590 -3.28407  -0.01
C2 0.20324 2.88003 -2.37510  -0.01
C3 1.40778 3.43905 -2.85923  -0.01
C4 1.51493 3.79587 -4.20461  0.00
C5 0.45330 3.49274 -5.08199  -0.01
C6 -0.70029 2.79425 -4.63528  0.00
P1 0.00203 2.59810 -0.63032  -0.04
C7 1.39135 3.24366 0.30167  0.00
C8 2.41512 2.44250 0.83732  0.00
C9 3.47843 3.06499 1.50145  0.00
C10 3.48116 4.48349 1.62517  0.00
C11 2.43588 5.25588 1.11627  0.00
C12 1.38617 4.65156 0.47123  0.00
Eu1 0.34782 -0.00335 0.21194  6.44
P2 0.01089 -2.71071 0.13242  -0.13
C13 1.29566 -3.28376 -0.95557  -0.02
C14 0.93574 -4.09268 -2.06637  -0.02
C15 1.93195 -4.68925 -2.84087  0.00
C16 3.28103 -4.39503 -2.58360  -0.02
C17 3.64765 -3.46825 -1.57364  0.00
C18 2.64311 -2.88111 -0.79115  -0.01
C19 0.38015 -3.09952 1.84122  -0.02
C20 -0.50028 -2.64937 2.85234  -0.02
C21 -0.22366 -2.98055 4.18686  0.00
C22 0.93688 -3.71609 4.49157  -0.02
C23 1.86269 -4.04755 3.49305  0.00
C24 1.60580 -3.69943 2.17090  -0.01
C25 -1.61144 -3.28300 -0.25201  -0.02
C26 -2.71053 -2.46895 -0.57137  0.00
C27 -3.91138 -3.06713 -0.94443  0.00
C28 -3.98555 -4.50336 -0.97427  0.00
C29 -2.87936 -5.29481 -0.63138  0.00
C30 -1.69348 -4.70513 -0.26877  -0.01
C31 -1.53962 3.29150 -0.07539  -0.01
C32 -2.17614 4.24123 -0.90833  0.00
C33 -3.35046 4.84268 -0.47313  0.00
C34 -3.91992 4.47898 0.76031  0.00
C35 -3.32177 3.47139 1.56101  0.00
C36 -2.15006 2.86213 1.11965  0.00
H1 -1.35669 -2.04777 2.59922  0.00
H2 -0.91979 -2.68925 4.97217  0.00
H3 1.10829 -4.02756 5.51842  0.00
H4 2.77162 -4.61197 3.73209  0.00
H5 2.32965 -3.92481 1.40399  0.00
H6 -0.09697 -4.27798 -2.27930  0.00
H7 1.64495 -5.41527 -3.62644  0.00
H8 4.06479 -4.88663 -3.16276  0.00
H9 4.71524 -3.25206 -1.37510  0.00
H10 2.91569 -2.15175 -0.02603  0.00
H11 -2.61042 -1.37933 -0.55325  0.00
H12 -4.79469 -2.46616 -1.23409  0.00
H13 -4.91741 -4.96193 -1.27343  0.00
H14 -2.93823 -6.41871 -0.67391  0.00
H15 -0.81380 -5.27986 -0.02439  0.00
H16 -1.73236 4.49956 -1.85673  0.00
H17 -3.81969 5.62667 -1.10571  0.00
H18 -4.82293 4.96958 1.11715  0.00
H19 -3.76233 3.18593 2.52857  0.00
H20 -1.69217 2.07195 1.69995  0.00
H21 2.40268 1.34800 0.73534  0.00
H22 4.30653 2.47234 1.90143  0.00
H23 4.32058 4.94966 2.11952  0.00
H24 2.45284 6.36945 1.21711  0.00
H25 0.55797 5.22098 0.06906  0.00
H26 2.20940 3.63097 -2.16699  0.00
H27 2.41059 4.34275 -4.56266  0.00
H28 0.51130 3.80368 -6.12577  0.00
H29 -1.52007 2.55797 -5.34491  0.00
H30 -1.62722 1.86256 -2.91668  0.00
H31 0.26731 -0.25955 -1.98585  0.00
H32 -0.53831 -0.13666 -1.75369  -0.01
N1 -0.17667 0.34336 2.35809  -0.02
C37 -0.32892 0.79899 3.45716  0.00
N2 -0.54829 1.15817 4.63773  0.00
C38 -0.71324 0.48027 5.70065  0.00
N3 -0.84322 -0.25253 6.58651  0.00

Atoms 1-2, force components in eV/Å:
0.2 0.3 -0.1
0.9 -0.1 -1.1

The calculation puts the highest occupied orbital energy (spin up / spin down) at -13.721 / -13.664 eV. Its multiplicity is 7. The total charge is +2.


No. 2
Molecular formula: C38H32F10N6OSeTi
Method: DFT, ωB97M-V/def2-TZVPD

Each line ends with the Löwdin spin population.
Positions of all 89 atoms, in Å:
Ti1 0.26042 0.22864 -0.00828  1.07
O1 2.64319 -2.08910 2.52510  0.09
C1 1.97833 -1.19163 1.97729  0.06
N1 1.31600 -1.31685 0.78887  -0.01
C2 1.60340 -2.52164 0.05981  0.00
C3 1.52201 -2.28307 -1.41203  0.00
C4 2.17869 -3.13192 -2.30471  0.00
C5 1.96170 -2.99370 -3.65596  0.00
C6 1.06120 -2.02528 -4.08468  0.00
C7 0.48140 -1.20835 -3.13779  0.00
N2 0.73415 -1.28824 -1.82850  0.01
C8 1.86217 0.16192 2.51947  0.18
C9 2.43173 0.54041 3.72907  0.01
C10 2.39488 1.85584 4.14014  0.17
C11 1.77422 2.80137 3.27024  0.07
C12 1.21803 2.36825 2.10118  0.06
N3 1.21064 1.07458 1.69552  0.20
H1 0.85318 -3.30563 0.25687  0.00
H2 2.57570 -2.93404 0.34194  0.00
H3 2.84281 -3.88943 -1.90991  0.00
H4 2.46001 -3.64038 -4.36839  0.00
H5 0.80684 -1.90785 -5.12934  0.00
H6 -0.24974 -0.47405 -3.44190  0.00
H7 2.91150 -0.23887 4.30837  0.00
H8 2.83331 2.16533 5.08016  0.01
H9 1.73907 3.85590 3.51300  0.00
H10 0.74386 3.07653 1.43164  0.00
C13 -0.93834 3.34745 -0.61954  0.00
N4 -0.72375 2.05756 -1.27284  0.01
C14 0.10000 2.21590 -2.46718  0.00
C15 1.53885 2.42773 -2.03370  0.00
N5 1.92733 1.33281 -1.15838  0.02
C16 3.12262 1.50456 -0.50986  0.00
C17 3.65141 2.68709 0.04475  0.00
F1 2.95513 3.85174 0.01503  0.00
C18 4.85414 2.74934 0.72833  0.00
F2 5.25046 3.91956 1.26298  0.00
C19 5.62959 1.62590 0.90971  0.00
F3 6.79223 1.68364 1.58849  0.00
C20 5.17516 0.43874 0.36445  0.00
F4 5.93574 -0.66358 0.45075  0.00
C21 3.98337 0.40093 -0.32461  0.00
F5 3.68585 -0.76233 -0.92871  0.00
C22 -2.00707 1.39120 -1.50367  0.00
C23 -2.66561 1.11795 -0.15724  0.00
N6 -1.61934 0.68397 0.76871  0.00
C24 -1.92600 0.73391 2.10659  0.00
C25 -1.55667 -0.31600 2.97429  0.00
F6 -1.00031 -1.41225 2.47001  0.00
C26 -1.77619 -0.29463 4.33649  0.00
F7 -1.41531 -1.33995 5.09336  0.00
C27 -2.41406 0.77872 4.93083  0.00
F8 -2.64527 0.80175 6.25782  0.00
C28 -2.80951 1.82405 4.12738  0.00
F9 -3.40633 2.89960 4.67730  0.00
C29 -2.56076 1.80070 2.76716  0.00
F10 -2.90438 2.93086 2.09957  0.00
H11 -1.61768 3.97058 -1.22375  0.00
H12 -1.36789 3.20342 0.36613  0.00
H13 0.00265 3.88020 -0.50456  0.00
H14 0.02876 1.29404 -3.03414  0.00
H15 -0.25664 3.03563 -3.11132  0.00
H16 2.18357 2.48430 -2.92741  0.00
H17 1.60559 3.41411 -1.57086  0.00
H18 -2.67094 1.98121 -2.15546  0.00
H19 -1.81527 0.42946 -1.99371  0.00
H20 -3.19375 2.00908 0.18646  0.00
H21 -3.40331 0.32254 -0.30488  0.00
C30 -4.99637 -7.26300 -3.58081  0.00
C31 -4.41803 -6.05044 -2.89713  0.00
C32 -5.22507 -5.12738 -2.24830  0.00
C33 -4.70306 -4.00872 -1.60289  0.00
C34 -5.64102 -3.05717 -0.91794  0.00
C35 -3.31284 -3.77500 -1.58963  0.00
Se1 -2.58195 -2.27705 -0.66269  0.00
C36 -2.48993 -4.71017 -2.25684  0.00
C37 -0.99975 -4.53262 -2.28009  0.00
C38 -3.04803 -5.81569 -2.88714  0.00
H22 -6.08764 -7.24030 -3.55512  0.00
H23 -4.67359 -8.19096 -3.09916  0.00
H24 -4.68886 -7.32010 -4.62891  0.00
H25 -6.30226 -5.28059 -2.23903  0.00
H26 -6.67724 -3.39222 -1.01733  0.00
H27 -5.54052 -2.05179 -1.33435  0.00
H28 -5.38674 -2.95997 0.13963  0.00
H29 -0.74721 -3.48376 -2.42813  0.00
H30 -0.54223 -5.13661 -3.06845  0.00
H31 -0.56060 -4.81736 -1.31914  0.00
H32 -2.38474 -6.51616 -3.39125  0.00

Atoms 1-2, force components in eV/Å:
1.0 0.7 0.1
0.0 0.0 0.0

The calculation puts the highest occupied orbital energy (spin up / spin down) at 0.186 / -1.434 eV. Its multiplicity is 3. The total charge is -2.


Which of these has the lowest total charge? C38H32F10N6OSeTi


Which of these has the highest multiplicity? C38H32EuN3P2


Which of these has the lowest total charge? C38H32F10N6OSeTi


Look up the total charge of the first one. +2